Entry 1:
# C33H46AsN5P2PbS4

A structure of composition C33H46AsN5P2PbS4 (ωB97M-V/def2-TZVPD, the OMol25 dataset).

Results
net charge	0
HOMO-LUMO gap	7.742	eV

Positions of all 92 atoms, in Å:
C -2.78585 -2.41369 -1.93230
H 1.21856 5.05621 -2.87564
H -1.83267 -5.01426 0.02444
H 1.59883 -0.66457 -1.91018
H 3.44009 3.70958 3.16898
C -3.12089 0.44797 1.11417
H 3.12602 2.14825 4.93452
H -1.03286 0.42724 1.19720
P -2.07098 -2.16161 0.74698
C 4.28026 1.23508 -1.19142
C -2.74919 -4.46655 -3.18648
S 0.92876 -3.31026 -1.14885
C -4.20239 1.34929 1.11977
N 0.80983 2.39419 -0.80083
H 3.49106 0.14658 3.76244
C -2.59150 -3.25270 2.12257
C 3.97866 1.08692 -3.70936
H -2.89199 -4.99948 -4.11934
C 2.43151 2.03717 4.10012
H 3.82331 0.43099 1.35843
H -4.03581 -4.44654 1.05876
C -3.55131 -4.25814 2.00933
H 1.83359 4.09809 3.76982
C 2.57302 -0.22775 -2.11158
C -4.69685 -1.28538 0.47894
C -2.00337 -3.02051 3.36699
H 1.93543 0.26958 2.94625
S 3.94325 -2.17340 0.36783
C -2.94785 -3.09335 -3.13134
H -3.53098 -5.42767 5.19169
C -3.27582 -4.81030 4.33805
C 1.36762 3.68292 -1.22967
H -1.38831 3.72884 -0.36196
N -1.87685 0.90179 1.51326
N 0.75758 0.11266 0.48594
C -1.36932 3.32149 -1.37797
C 2.58589 0.50908 -3.44579
H -1.27840 -2.22193 3.47712
H -4.00582 2.39112 1.35288
H -0.94997 5.36668 -1.97766
H -6.75670 -0.72241 0.29601
C -2.34045 -3.79411 4.46977
H 4.99392 0.40303 -1.14760
C -5.48399 0.93805 0.82770
C 2.42104 3.32754 3.26950
H -0.42135 1.69299 -2.40293
C -5.74863 -0.39360 0.51268
H 4.68097 0.26145 -3.86662
C 3.50175 1.29394 1.93766
H 0.92014 3.38037 -3.31047
H 3.86728 2.87846 -2.52165
H -1.26863 4.28475 -3.32653
H -0.93814 1.26717 -0.78329
H 4.39768 1.87573 2.16984
H 1.84489 4.06691 1.35873
C 1.82515 3.11624 1.88203
C -2.35492 -5.15375 -2.04746
H -6.29064 1.66268 0.84837
H 1.43937 1.87419 4.52811
As 3.04762 -3.52035 -1.18823
H 4.50121 1.91830 -0.37524
C -3.88793 -5.03181 3.11071
H 3.30245 -1.03986 -2.16206
H -2.39729 3.07663 -1.65398
H -2.17839 -6.22127 -2.08947
Pb 0.80828 -1.88202 1.20880
H -1.86618 -3.60993 5.42535
C 4.44509 1.95046 -2.53331
C 2.82836 0.82946 3.22614
N 2.93966 0.67269 -1.00762
H 5.49736 2.22090 -2.65968
C -2.41294 -3.10216 -0.77700
P 1.70760 1.21519 -0.02074
H -1.76257 1.90192 1.51902
H 1.16518 4.46041 -0.48381
S 3.87012 -4.28624 0.72714
H 3.96606 1.68889 -4.62032
H 0.77648 2.81089 1.98697
H -4.88419 -2.32138 0.21818
H -3.22892 -2.54814 -4.02460
N 2.58846 2.10785 1.10048
H 2.45110 3.60467 -1.31852
C -3.38473 -0.89248 0.77115
C -2.17260 -4.47418 -0.85037
H 2.28928 -0.17215 -4.24617
C 0.73897 4.13425 -2.54174
H -2.95398 -1.34336 -1.88978
S 4.04757 -3.94329 -2.92162
C -0.77338 4.35928 -2.35693
H 1.85029 1.31981 -3.40068
C -0.50984 2.06865 -1.37239
H -4.63120 -5.81488 3.01032

Forces on the atoms, in the same order (eV/Å):
C 0.01 -0.03 0.00
H 0.02 -0.03 -0.02
H -0.02 -0.01 -0.01
H -0.06 -0.02 0.03
H -0.04 0.06 -0.01
C 0.12 0.09 0.16
H -0.03 0.02 0.02
H 0.17 0.10 -0.17
P -0.49 -0.01 0.11
C -0.20 0.08 -0.09
C 0.01 -0.01 -0.01
S -0.03 -0.08 -0.12
C 0.00 0.01 -0.09
N -0.28 0.01 -0.02
H -0.02 0.02 0.01
C 0.06 -0.06 0.03
C -0.15 0.05 0.08
H 0.03 0.03 0.05
C -0.01 0.01 -0.14
H 0.03 0.00 -0.05
H 0.04 0.00 0.03
C 0.00 0.00 0.04
H 0.06 0.05 0.04
C -0.07 0.42 0.03
C 0.05 0.04 0.05
C -0.03 -0.06 -0.06
H -0.01 -0.02 0.02
S -0.03 0.04 -0.03
C 0.00 0.02 0.03
H 0.00 0.04 -0.05
C 0.00 0.02 0.02
C -0.04 -0.11 -0.04
H -0.04 -0.01 -0.01
N -0.43 -0.29 0.08
N -0.24 -0.34 -0.10
C 0.07 0.08 -0.14
C 0.14 0.06 0.09
H 0.03 -0.02 0.02
H -0.02 -0.05 0.04
H -0.03 0.05 -0.03
H 0.04 0.01 -0.02
C -0.04 0.00 -0.06
H 0.04 -0.01 0.04
C 0.03 0.06 0.03
C 0.00 -0.21 -0.02
H 0.05 -0.02 0.03
C -0.02 -0.05 -0.02
H 0.00 0.02 0.01
C -0.21 0.02 -0.03
H 0.02 0.01 -0.02
H 0.04 0.01 -0.02
H -0.03 0.04 0.00
H -0.07 -0.01 0.04
H 0.04 0.01 -0.05
H -0.07 0.08 -0.12
C 0.14 -0.26 0.09
C 0.00 0.04 0.05
H 0.04 -0.04 -0.01
H 0.03 -0.01 0.02
As 0.00 -0.16 0.17
H 0.01 -0.01 0.01
C -0.02 -0.02 0.00
H 0.09 -0.02 -0.03
H 0.02 0.00 0.04
H 0.01 0.03 0.00
Pb 0.51 0.05 0.13
H -0.01 0.01 -0.02
C -0.04 -0.13 -0.06
C 0.02 0.16 -0.01
N 0.23 -0.37 -0.25
H -0.04 0.04 0.01
C 0.02 0.04 -0.01
P 0.25 0.35 -0.22
H -0.05 0.04 0.00
H 0.01 0.00 0.04
S -0.08 -0.01 -0.02
H 0.09 -0.06 -0.05
H 0.00 -0.02 0.01
H -0.01 0.04 0.00
H -0.01 -0.02 0.05
N -0.02 0.09 0.44
H -0.01 -0.01 0.03
C 0.16 0.13 -0.10
C -0.01 0.02 -0.07
H 0.01 0.01 0.00
C -0.11 0.04 0.07
H -0.01 -0.04 -0.02
S -0.04 0.08 0.05
C 0.09 -0.17 0.08
H -0.01 -0.03 -0.05
C 0.28 0.04 0.04
H 0.05 0.05 0.00



Entry 2:
# C36H37Cl5N3O6PSSiW

A structure of composition C36H37Cl5N3O6PSSiW (ωB97M-V/def2-TZVPD, the OMol25 dataset).

Results
expectation value of S²	2.021
2S+1	3
net charge	+2
HOMO-LUMO gap (spin up / spin down)	8.117 / 7.187	eV

Positions of all 91 atoms, in Å:
H -4.56747 2.93767 -1.69981
H -3.71743 1.88717 0.96008
H -4.59988 3.28308 0.70450
H 4.87643 -3.94084 -4.21317
C -0.56221 -2.90373 4.57081
C 0.77107 1.84595 2.67703
Cl 3.52970 5.51031 -0.60077
H -5.82628 1.62815 3.69057
N -3.91795 2.65087 0.27966
C -3.91879 -0.69877 -1.92156
C -3.19964 0.04795 2.24078
C 2.77090 2.63744 3.79488
Cl 0.57332 6.04683 -1.38056
C 0.52509 2.08732 -0.72908
O -1.61854 -1.66985 -0.46308
C -4.81074 1.43763 3.37072
H 6.80796 -2.10292 -4.91728
H 6.89373 -0.80419 -3.72567
H 3.15525 4.74286 3.69699
C 2.24230 -1.93879 -3.56836
C 1.91733 1.60223 3.43460
H 2.42947 -4.03373 -4.04813
H -4.98439 -0.66909 -2.13751
H 1.99067 -1.35943 2.14170
H 2.15456 0.59561 3.75415
C -2.15041 0.91886 2.57918
H -0.23690 -3.97957 -3.84454
C 1.25637 -1.78047 2.82079
C 5.01076 -1.84275 -3.78345
H -1.58489 -4.25173 -0.91595
C 2.94577 -3.09894 -3.87805
C -2.47679 2.04664 3.33574
H -1.27421 -3.33293 5.26180
C -0.87360 -1.72818 3.90037
H -3.03466 3.16418 0.13231
H -2.98049 -0.85430 1.67769
O -0.02014 -1.82860 -4.91022
O 0.08676 -0.90761 -2.63676
H -1.69625 2.72704 3.64734
C -0.61137 -2.43770 -0.35198
O 0.48334 -1.86013 -0.08622
C 2.48966 3.93936 3.41555
H 0.46507 -5.14143 -2.08372
H -3.72176 -1.31893 -1.05370
O -2.80476 1.32074 -3.14184
C 2.83916 2.92157 -0.39857
P -3.15774 0.97424 -1.74970
C 0.49818 3.17287 2.32483
C 1.07288 4.44790 -1.02262
H 0.91297 -4.42320 4.90119
H 2.54483 -3.40891 3.34272
C 1.86998 1.94095 -0.45546
W -0.26350 0.08539 -0.38400
H 4.80267 0.24125 -3.33580
C -4.40052 2.10793 -1.01320
H 1.39235 -3.74825 -1.53467
Cl -1.47651 3.76588 -1.53465
H -2.79516 -0.47720 -3.62763
H -3.80459 -1.83158 -3.71209
H 3.65494 2.42572 4.38001
H -0.39287 3.40739 1.75121
C 0.02622 -1.13860 3.00910
C -4.51064 0.29584 2.62879
H 6.97115 -2.49246 -3.21202
S 0.49919 -1.92959 -3.58400
C 1.33893 4.21153 2.68610
H -5.35101 1.60419 -0.83443
N -3.19421 -1.29036 -3.09885
C 0.39708 -4.08406 -1.83096
H -0.22678 -4.42559 0.21590
N -0.03817 -3.39058 -3.04789
C 0.66405 -3.51543 4.36989
C 0.16416 3.38596 -1.05523
Cl 2.26973 0.26042 -0.08394
H 1.10260 5.22837 2.40300
O -2.10560 0.88563 -0.63373
C 1.57879 -2.94696 3.49316
C 4.28244 -0.69569 -3.48026
H -2.42224 -1.88590 -2.78289
C -3.79063 2.30831 3.72376
Cl 4.45252 2.54581 0.01929
C 2.90290 -0.73216 -3.36935
H -4.00913 3.18047 4.32456
C 6.50437 -1.80161 -3.91467
C -0.58774 -3.89212 -0.66631
H -5.29495 -0.40888 2.38083
H 2.34641 0.16714 -3.14186
Si -0.36153 0.46438 2.10631
H -1.82932 -1.26359 4.10342
C 2.41543 4.22268 -0.67994
C 4.32296 -3.04232 -3.97518

Forces on the atoms, in the same order (eV/Å):
H 0.01 -0.07 -0.05
H 0.00 0.19 -0.09
H 0.05 -0.05 0.01
H 0.01 -0.03 0.00
C 0.02 -0.02 0.00
C -0.03 0.05 0.04
Cl 0.00 0.01 0.00
H -0.03 0.00 0.02
N 0.20 -0.03 0.46
C 0.07 -0.17 0.14
C 0.02 0.05 -0.13
C 0.02 -0.01 0.00
Cl -0.03 -0.03 0.00
C 0.22 -0.35 -0.07
O -0.03 -0.32 -0.03
C 0.00 -0.02 -0.05
H 0.00 -0.01 -0.02
H 0.01 0.01 0.00
H 0.03 0.04 0.02
C 0.08 -0.01 0.01
C 0.03 -0.03 -0.05
H -0.02 -0.05 -0.03
H 0.02 0.12 -0.06
H -0.02 -0.01 0.04
H -0.01 -0.04 0.01
C -0.02 -0.03 0.02
H 0.01 -0.03 -0.04
C 0.06 0.06 -0.05
C 0.04 0.00 -0.01
H 0.01 0.01 0.00
C 0.04 0.06 -0.03
C -0.05 0.00 -0.03
H -0.03 -0.01 0.03
C -0.01 0.03 0.03
H -0.05 -0.07 0.04
H 0.01 -0.02 0.00
O -0.23 -0.01 0.00
O -0.43 0.31 0.26
H 0.04 0.03 0.04
C 0.20 0.03 0.03
O 0.18 0.00 0.07
C -0.01 0.02 0.00
H 0.03 0.01 0.10
H -0.15 -0.01 0.03
O 0.08 -0.03 0.02
C -0.14 0.05 -0.01
P -0.05 0.00 -0.24
C -0.02 0.01 -0.07
C 0.12 0.01 0.03
H 0.01 -0.04 0.02
H 0.04 -0.02 -0.01
C 0.24 -0.01 0.10
W -0.25 0.13 -0.21
H 0.02 0.04 0.01
C -0.15 -0.04 -0.03
H -0.03 0.00 0.00
Cl 0.11 0.12 0.08
H -0.06 -0.10 -0.05
H 0.07 0.02 0.04
H 0.03 -0.02 0.02
H -0.04 0.00 -0.06
C 0.02 -0.05 0.00
C -0.03 0.06 -0.01
H 0.01 -0.01 0.00
S 0.38 -0.25 -0.20
C 0.04 -0.04 0.01
H 0.02 -0.01 -0.04
N -0.04 0.02 -0.07
C 0.05 -0.12 0.05
H 0.03 -0.02 -0.03
N -0.19 0.23 -0.08
C 0.01 0.00 -0.01
C -0.14 0.19 0.01
Cl 0.15 0.16 -0.04
H -0.02 0.06 -0.01
O 0.02 0.00 -0.17
C -0.02 -0.02 0.02
C -0.06 -0.02 0.01
H 0.05 0.06 -0.02
C 0.02 0.00 -0.05
Cl -0.04 0.03 -0.02
C 0.01 -0.03 0.03
H 0.00 0.04 0.03
C -0.01 0.00 0.03
C -0.04 0.05 -0.05
H -0.01 -0.01 0.00
H -0.01 0.01 -0.03
Si -0.24 0.07 0.38
H -0.04 0.04 -0.02
C -0.08 -0.16 0.00
C -0.08 -0.02 0.01



Entry 3:
# C36H26Cl5IMgN7O5S3

A structure of composition C36H26Cl5IMgN7O5S3 (ωB97M-V/def2-TZVPD, the OMol25 dataset).

Results
net charge	-1
HOMO-LUMO gap	7.479	eV

Positions of all 84 atoms, in Å:
C 0.25326 2.30862 5.55201
C -0.45584 2.06662 3.25451
C -2.97684 -1.87978 2.11011
N 0.24106 4.84042 -7.36869
H -0.25904 5.52262 -2.89189
H -0.54024 5.45532 -7.53659
O 2.62626 3.41182 -1.53749
C 2.12946 -1.63448 1.29961
C -3.35804 -1.99078 -0.05689
S 1.19206 3.47102 -1.64259
Cl -1.09124 2.70782 1.79241
N 0.10116 -5.31228 1.52211
S -4.58524 -2.66148 2.12421
C -3.10324 -1.90678 -1.42149
Cl 0.42186 3.27692 6.96091
C 0.23396 -3.04998 0.67991
C 3.08426 0.47302 -1.06699
H 3.16596 -1.62538 1.66511
H -1.38744 -4.17828 -1.10459
C -0.70714 1.91232 -1.21269
C 4.51576 1.78872 0.88061
H 3.16266 0.87752 2.27661
C 4.15496 1.25722 -1.43119
H 3.67586 -2.92068 2.97381
C 0.41176 4.45882 -6.04739
C -0.10844 0.69162 3.24091
C 0.62906 0.96962 5.57271
O -0.22454 -2.16998 -0.10689
C -4.07154 -2.32848 -2.30959
Cl -0.78574 4.48902 4.36281
H 4.42526 1.36042 -2.46869
H 2.78566 -3.75068 4.25861
C 3.07046 -3.80628 3.20321
C 1.38746 -2.82808 1.49831
H 5.06836 2.30482 1.65301
C -0.34054 -4.36998 0.73131
C 1.84206 -3.88068 2.33061
C -0.09864 5.25692 -5.02149
N 1.75406 -0.63408 0.58721
I 1.97466 -0.57438 -2.51419
C -5.53724 -2.99208 -0.51099
C 1.14496 3.31862 -5.71399
H -4.14114 2.50272 -1.61299
H 3.94786 -5.18288 2.15111
N 0.58726 2.01872 -1.22789
H 5.69566 2.55542 -0.72919
H 0.34846 4.11122 -8.05559
H -1.40544 -1.28708 3.15311
N -2.35044 -1.63708 3.25721
C 0.84146 3.78282 -3.38359
H -1.55144 -5.77118 -0.30869
H -2.68514 -2.00648 4.12721
Cl 0.84286 -1.49828 4.47421
C 4.87786 1.91292 -0.44759
H 1.92076 2.10302 -4.13279
C -3.13984 2.17462 -1.42079
H 1.54876 2.69962 -6.50339
H -2.14674 -1.52598 -1.74259
C -2.71544 1.07732 -0.77079
C -4.56734 -2.57348 0.37831
C 2.73326 0.29522 0.26461
H -3.88204 -2.25768 -3.37019
C -5.28264 -2.84878 -1.86269
Mg -0.29644 -0.37708 0.40051
C 0.43776 0.18532 4.44841
C 0.12476 4.92172 -3.70169
H -6.45654 -3.42928 -0.15049
O -0.30584 -0.06048 2.23311
C -0.29194 2.84772 4.38631
S -1.77614 3.12042 -1.94389
H -6.03314 -3.15408 -2.57519
H -3.36224 0.35112 -0.32459
H -0.66774 6.14252 -5.27129
O 0.54426 4.51612 -0.88639
C 1.35746 2.98572 -4.38779
H -2.43544 -4.37558 0.30041
C -1.50054 -4.69688 -0.15599
N -1.36794 0.90742 -0.68139
C 3.45836 0.97522 1.24001
O 3.87126 -4.96808 3.08791
Cl 1.31216 0.29522 6.99641
C 1.15296 -5.07338 2.30911
N -2.52854 -1.57658 0.94671
H 1.46526 -5.90668 2.92671

Forces on the atoms, in the same order (eV/Å):
C -0.03 -0.08 -0.07
C 0.08 -0.17 -0.07
C -1.13 -0.46 0.08
N 0.00 0.09 -0.27
H -0.06 0.13 0.02
H 0.06 -0.13 -0.09
O -0.24 -0.06 -0.23
C 1.00 0.26 -0.21
C -0.95 -0.57 -0.10
S 0.48 -0.18 0.39
Cl -0.01 0.21 0.30
N -0.27 -0.14 -0.13
S 0.39 0.15 -0.20
C 0.05 0.01 0.16
Cl 0.06 0.17 0.20
C 0.73 -0.74 0.50
C -0.13 -0.48 -0.30
H -0.22 0.02 -0.09
H -0.15 0.02 -0.11
C -1.02 1.19 -0.99
C 0.15 0.00 0.01
H -0.01 -0.07 0.07
C 0.17 -0.17 0.15
H -0.15 -0.07 0.15
C 0.04 0.01 0.35
C 0.15 0.51 0.79
C -0.14 0.24 -0.13
O -0.27 -0.88 -0.90
C 0.01 -0.01 -0.04
Cl -0.05 0.24 -0.03
H -0.01 0.06 -0.13
H 0.05 0.06 -0.10
C -0.01 0.33 0.02
C -0.82 -0.76 0.03
H 0.03 0.10 0.00
C -0.14 0.09 -0.14
C -0.10 -0.16 -0.13
C 0.05 -0.06 -0.08
N 0.01 -0.21 0.23
I 0.40 -0.06 -0.11
C 0.02 -0.05 0.07
C -0.08 0.05 0.03
H -0.23 -0.03 0.06
H -0.05 0.02 0.06
N 1.61 0.78 -0.16
H 0.14 0.08 -0.05
H -0.10 0.06 0.03
H 0.08 0.02 0.14
N 0.15 0.09 0.36
C 0.05 0.08 0.63
H 0.04 -0.07 0.00
H 0.07 -0.02 -0.06
Cl 0.04 0.04 0.09
C 0.05 0.00 0.01
H 0.11 -0.16 0.03
C 0.29 0.12 -0.09
H 0.05 -0.08 -0.04
H 0.04 0.06 -0.14
C -0.86 0.33 -0.23
C 0.23 0.17 0.05
C 1.03 0.48 0.07
H 0.01 0.02 -0.10
C -0.12 -0.07 -0.10
Mg -0.43 0.10 -0.27
C -0.02 -0.08 -0.21
C -0.03 0.04 -0.04
H -0.11 -0.02 -0.05
O -0.17 -0.01 0.74
C 0.04 -0.18 -0.03
S -0.87 -0.58 0.39
H -0.06 -0.06 -0.11
H -0.14 -0.03 0.10
H -0.03 0.09 0.00
O -0.15 0.19 -0.28
C 0.00 -0.06 -0.06
H -0.11 0.05 -0.04
C 0.16 0.06 -0.02
N 0.11 -0.22 -0.20
C -0.29 -0.02 -0.05
O 0.28 -0.30 0.00
Cl 0.07 -0.11 0.16
C 0.42 0.11 0.33
N 0.67 0.61 0.06
H 0.11 0.08 0.08



Entry 4:
# C6H12NO2

A cluster of 2 separate species, C6H12NO2 in total (ωB97M-V/def2-TZVPD, the OMol25 dataset).

Results
expectation value of S²	0.755
2S+1	2
net charge	0
HOMO-LUMO gap (spin up / spin down)	9.666 / 6.628	eV

Positions of all 21 atoms, in Å:
H -0.35877 -2.53514 -0.41847
H -0.64499 -1.22487 3.23384
H -0.50699 1.58420 1.18415
C -1.49341 1.13585 1.04062
C -0.07066 -1.50287 -0.21347
C -0.42799 -0.71235 -1.47764
C 0.62291 0.42247 -1.84185
H -0.55121 -1.40238 -2.30803
H -1.32514 -0.14296 -1.28409
C -0.73391 -1.05822 1.09533
H 1.63806 0.06055 -1.65473
H -2.30486 1.84711 0.88997
C -0.36340 -1.58202 2.24883
H 0.99233 -1.46248 0.02078
O 0.24696 1.56865 -1.24062
H 0.33738 0.58747 -2.89704
N -1.74536 -0.09210 1.01135
O 2.22123 2.68011 0.12709
H 0.38664 -2.35456 2.31668
H 1.52495 2.27282 -0.43477
H 2.55622 1.91073 0.60207

Forces on the atoms, in the same order (eV/Å):
H 0.20 -0.09 0.24
H -0.59 0.09 -0.30
H 0.15 -0.22 0.07
C -0.06 0.63 0.05
C -0.55 0.00 0.14
C 0.62 0.44 0.69
C -1.47 -0.82 -0.19
H 0.03 0.20 -0.14
H -0.53 -0.23 -0.38
C 0.19 0.30 -0.10
H 0.17 0.38 -0.22
H -0.06 -0.09 0.12
C 0.67 -0.10 1.01
H 0.13 -0.24 -0.38
O 0.13 -0.06 -0.02
H 0.66 -0.06 -0.18
N -0.24 -0.24 -0.41
O -0.07 -0.53 -0.03
H 0.16 -0.14 -0.38
H 0.26 0.55 0.29
H 0.21 0.24 0.14



no.,F_max (Eh/bohr),DFT total energy (eV)
1,0.010,-170426.666
2,0.012,-147117.311
3,0.036,-167093.169
4,0.033,-11997.710